No. 1
DFT (the ωB97M-V functional and the def2-TZVPD basis) results for a structure of composition CH3N2P in a non-equilibrium geometry.

ORCA input file:
```
! wB97M-V def2-TZVPD RIJCOSX def2/J DEFGRID3
* xyz 0 1
P 1.1622 1.0013 -0.1956
N 3.5144 -0.8715 -0.1230
N -0.4482 -0.5242 -0.0066
C 2.6135 -0.1369 -0.0307
H -1.3559 -0.0337 -0.1276
H 0.8038 0.8733 1.2471
H -0.4533 -1.1128 -0.7647
*
```

Summary:
* electronic energy: -490.6795 Eh
* relative energy (zero: lowest compared OMol25 entry of this formula, charge and spin): 39.60 kcal/mol
* Kohn-Sham gap (spin up / spin down): 9.02 / 9.02 eV

No. 2
DFT (the ωB97M-V functional and the def2-TZVPD basis) results for a structure of composition C2H2O6Rb in a non-equilibrium geometry.

ORCA input file:
```
! wB97M-V def2-TZVPD RIJCOSX def2/J DEFGRID3
* xyz -1 1
Rb 0.2338 0.1250 -1.1572
O 3.1616 -2.7575 -0.6251
O -3.0295 3.1983 1.0915
O 3.1649 -2.5802 1.5998
O 1.3081 -2.0492 0.4335
O -3.4106 3.0620 -1.1334
O -1.9153 1.7321 -0.1834
C -2.8960 2.7678 -0.0668
C 2.5081 -2.4512 0.5908
H 2.4552 -2.6719 -1.2647
H -1.5804 1.6247 0.7150
*
```

Summary:
* electronic energy: -553.0970 Eh
* relative energy (zero: lowest compared OMol25 entry of this formula, charge and spin): 19.04 kcal/mol
* Kohn-Sham gap: 6.86 eV

No. 3
DFT (the ωB97M-V functional and the def2-TZVPD basis) results for a cluster of 6 separate species, C36H87N3 in total in a non-equilibrium geometry.

ORCA input file:
```
! wB97M-V def2-TZVPD RIJCOSX def2/J DEFGRID3
* xyz 0 1
N -3.4759 -0.4524 -2.0071
N 1.9194 1.2788 -0.5221
N -2.7388 6.7739 -0.6231
C 1.6932 2.7347 1.5447
C -2.6191 -0.8091 -4.3592
C -3.1752 9.1844 -1.1137
C 1.1790 -1.0830 -0.8738
C -3.7694 -0.8602 -3.4070
C -2.6895 -1.3905 -1.1665
C -3.2614 5.6204 -1.5306
C 1.2275 2.1721 -1.5824
C -2.8578 5.6636 1.6123
C 4.2025 -2.5042 3.8525
C 1.6454 -2.3951 -6.0979
C -3.2551 -2.7963 -1.1628
C 4.6140 -3.9377 4.4664
C -0.1203 -2.3226 2.6235
C 0.2512 -3.7475 -4.5544
C -1.2579 -5.2782 -3.3385
C -0.7280 -1.2811 3.5386
C -0.2126 -1.5283 6.8654
C 0.3147 -0.5388 4.5875
C -2.2325 7.9495 -1.2751
C 2.1800 2.6254 -2.6681
C -2.0430 6.6058 0.6299
C 4.5558 -5.5932 6.3593
C -1.0881 -3.1991 2.1117
C 0.0192 -4.3678 -3.2980
C -3.5138 1.5341 -0.4563
C 1.0494 0.2146 0.0379
C 1.4367 -2.6965 -4.5819
C -3.1226 0.9247 -1.8152
C 4.4851 -2.3103 2.2417
C 4.0619 -4.2860 5.8067
C 0.8001 -1.2173 -6.6484
C 2.5812 2.1285 0.5435
C -2.0395 4.9139 -2.1196
C 4.1793 -0.9232 1.7161
C 0.7376 -1.2896 5.7671
H -2.0268 0.8930 -1.9285
H -3.4791 2.6443 -0.3500
H -1.2695 -6.0507 -4.1900
H 2.6326 -2.1796 -6.3233
H -1.8638 7.4999 1.2908
H -0.7302 -3.9697 1.5969
H -0.2522 0.2347 4.9664
H 4.5213 -3.4793 6.2463
H 0.8111 -0.3955 -5.9894
H 0.4500 -4.3597 -5.3481
H -2.5931 4.7832 1.3523
H -1.1547 -2.1519 6.5038
H -4.1458 -1.8723 -3.4554
H 0.7026 -2.7865 3.1005
H -4.5897 1.4206 -0.2180
H -1.6053 -1.5544 -1.5574
H 5.6414 -2.5770 2.1238
H 1.2563 0.1676 1.1388
H 2.2376 -1.4827 -0.8885
H -2.3470 4.3026 -2.8813
H -0.2772 -1.6709 -6.8860
H -1.5979 -1.4805 -4.2412
H -3.2964 -3.2994 -2.0959
H -2.5389 -1.0597 -0.1903
H 1.2596 1.8987 2.1771
H 0.4086 -1.7204 -0.4547
H -1.9570 -2.6126 1.4897
H 4.4927 -1.6812 4.4327
H 3.8666 -2.9660 1.5792
H -1.5320 -5.8286 -2.3025
H 1.0209 -2.2117 5.5047
H 4.7920 -0.0341 2.1071
H -3.7348 8.8622 -0.1354
H 0.0199 0.3292 0.1065
H 3.0791 -2.5656 3.9179
H 2.8834 -4.1088 5.7549
H 3.1701 1.3584 1.1906
H -0.1350 -3.5128 -2.3247
H -2.0084 7.7935 -2.3503
H -2.2113 0.2477 -4.7120
H -0.6253 -0.4949 7.0099
H 2.9931 -0.7718 1.9624
H 4.4587 -4.8679 3.9639
H -1.0913 8.3324 -0.9212
H 5.6706 -3.9050 4.5292
H 1.3904 -1.7955 -4.0655
H 0.7636 -5.0440 -3.0295
H -4.1971 -2.6637 -0.8835
H 4.4531 -0.7570 0.6235
H 0.9147 3.2205 0.9159
H -1.1783 6.1569 0.5223
H 0.4238 1.5622 -1.9722
H -1.3842 4.4275 -1.4725
H -2.8277 -3.6959 -0.5118
H 0.3552 -1.7482 1.7456
H 0.1216 -2.0855 7.7209
H -0.5871 -3.2841 -4.8548
H -3.0845 -0.9336 -5.3197
H 1.6518 -0.7780 6.3600
H -1.2745 -0.5813 2.8763
H 1.4866 -3.3816 -6.7092
H 0.9253 3.0835 -1.1012
H -1.7578 -3.7138 2.8933
H -4.5862 -0.2480 -3.8884
H 2.3300 3.4357 2.2136
H -2.1731 -4.6485 -3.5852
H -2.7107 10.1525 -1.3135
H -3.0040 0.9271 0.1820
H 4.4407 -5.6876 7.3252
H 1.1089 0.1098 4.1138
H -3.9871 8.9638 -1.8918
H 3.3993 2.8165 0.3277
H -3.5395 1.4192 -2.6049
H 3.9078 -6.3170 5.9279
H -3.7489 6.0232 -2.2727
H 2.3761 -2.9502 -4.1607
H -2.6127 5.8325 2.6580
H 5.5090 -5.7458 5.9953
H -1.4891 5.7551 -2.6937
H 2.6309 1.7381 -3.3121
H -3.8759 5.9404 1.3859
H 1.0948 -0.8213 -1.9035
H 1.1441 -0.8083 -7.4633
H -1.4907 -1.7858 4.1189
H -3.9128 4.6642 -0.9971
H 1.7421 3.3959 -3.1329
H 3.0138 3.2170 -2.1711
*
```

Summary:
* structure (SMILES): CCN(CC)CC.CCN(CC)CC.CCN(CC)CC.CCCCCC.CCCCCC.CCCCCC
* electronic energy: -1587.5214 Eh
* relative energy (zero: lowest compared OMol25 entry of this formula, charge and spin): 0.00 kcal/mol
* Kohn-Sham gap: 8.77 eV

No. 4
DFT (the ωB97M-V functional and the def2-TZVPD basis) results for a structure of composition C25H21ClN4PSZn.

ORCA input file:
```
! wB97M-V def2-TZVPD RIJCOSX def2/J DEFGRID3
* xyz 1 1
Zn -0.1254 0.8246 -1.8161
Cl -1.1168 -1.4280 -2.8167
S -2.0760 2.0978 -1.9805
P -0.5305 -0.3692 0.2732
N -2.0409 4.5094 -0.8993
N 0.0445 3.7256 -1.2014
N 1.8422 0.4150 -2.5040
N 0.7568 2.6669 -1.6055
C -2.6685 -4.3686 -0.6429
C -2.0178 2.4294 2.7997
C -1.3880 -1.9344 -0.1156
C -1.6753 0.5712 1.3061
C 2.9783 -1.7069 2.9247
C -1.8088 -2.7692 0.9227
C -1.2680 3.4990 -1.3173
C 2.3608 -0.7051 -3.0159
C 0.8398 -0.8508 1.3610
C -3.0521 0.3844 1.2247
C -2.4446 -3.9710 0.6689
C -3.3912 2.2318 2.7268
C -1.1605 1.6062 2.0867
C 1.7634 -1.3925 3.5203
C 2.0142 2.7181 -1.7937
C 2.6424 1.4828 -2.3033
C 0.6958 -0.9659 2.7436
C 2.0678 -1.1495 0.7731
C -2.2544 -3.5693 -1.6941
C 3.6968 -0.8248 -3.3453
C -1.6208 -2.3703 -1.4159
C -3.9066 1.2129 1.9388
C 3.1320 -1.5832 1.5512
C 3.9933 1.4301 -2.6003
C 4.5256 0.2659 -3.1270
H -4.0598 2.8742 3.2854
H 2.5924 3.6236 -1.6390
H -2.7652 -4.5986 1.4902
H -1.6359 -2.4612 1.9473
H 4.0727 -1.7499 -3.7610
H -3.0366 4.4646 -1.0152
H -1.6131 3.2260 3.4111
H 4.6106 2.3014 -2.4243
H -0.0888 1.7669 2.1442
H -1.6038 5.3578 -0.5812
H -4.9768 1.0615 1.8760
H -0.2429 -0.7042 3.2191
H -2.4175 -3.8697 -2.7203
H 1.6470 -1.4767 4.5937
H 3.8085 -2.0400 3.5343
H -3.4638 -0.3981 0.6005
H 2.1932 -1.0426 -0.2968
H 1.6760 -1.5328 -3.1529
H -3.1635 -5.3077 -0.8532
H 4.0811 -1.8175 1.0865
H 5.5788 0.2107 -3.3712
*
```

Summary:
* electronic energy: -4163.2368 Eh
* Kohn-Sham gap: 7.61 eV

No. 5
DFT (the ωB97M-V functional and the def2-TZVPD basis) results for a structure of composition C8H14N2O3 in a non-equilibrium geometry.

ORCA input file:
```
! wB97M-V def2-TZVPD RIJCOSX def2/J DEFGRID3
* xyz 0 1
O -0.8740 -0.9499 3.3775
O -1.5715 0.9588 2.5016
O -1.7514 1.4949 -0.1174
N 1.6921 2.2260 -0.4607
N -0.1874 -0.1483 0.2097
C 0.9299 -1.0178 -0.0155
C 0.4401 1.9506 -0.9939
C 0.2499 -2.4341 -0.3502
C -1.1692 -0.2564 2.3843
C -1.0164 -0.8457 0.9965
C -0.5129 1.1497 -0.2640
C 0.5093 1.5070 -2.5149
C -0.4980 -2.3879 0.9155
H 0.8237 -3.4238 -0.1544
H 0.5234 2.6808 -2.9445
H 1.6308 3.3393 0.3171
H -1.3752 -3.1029 0.8330
H 1.9300 1.1899 0.3377
H 1.6787 -1.0826 0.8412
H -2.1989 -0.8855 0.7822
H -0.4689 -2.3602 -1.1693
H -0.4515 0.5032 -2.9681
H 1.5347 -0.3802 -0.8414
H -2.0529 1.1136 1.5364
H 0.1490 -2.8213 1.6587
H -0.0051 2.9943 -1.1954
H 2.0415 0.9883 -2.7018
*
```

Summary:
* electronic energy: -648.1393 Eh
* relative energy (zero: lowest compared OMol25 entry of this formula, charge and spin): 231.83 kcal/mol
* Kohn-Sham gap: 9.31 eV

No. 6
DFT (the ωB97M-V functional and the def2-TZVPD basis) results for a structure of composition C2H7NO3S2 in a non-equilibrium geometry.

ORCA input file:
```
! wB97M-V def2-TZVPD RIJCOSX def2/J DEFGRID3
* xyz 0 1
S -0.7036 -1.1067 1.6385
S -1.8637 -0.6555 -0.7938
O -3.0871 -0.1844 -1.9223
O -0.6428 -0.0075 -1.4751
O -1.7959 -2.2827 -0.9465
N 1.0011 0.6409 0.7786
C 2.2661 1.2305 0.6589
C 0.4587 -0.0656 1.7492
H 0.8732 0.2035 2.7375
H 2.9265 0.7904 1.4181
H -2.5828 0.0102 -2.7196
H -2.6317 -2.5980 -1.3179
H 0.5347 0.6068 -0.1856
H 2.3713 2.3835 0.7491
H 2.8759 1.0344 -0.3692
*
```

Summary:
* electronic energy: -1157.1809 Eh
* relative energy (zero: lowest compared OMol25 entry of this formula, charge and spin): 42.40 kcal/mol
* Kohn-Sham gap: 9.01 eV

Calculated molecular weight (g mol⁻¹), listed in the same order as above: 74.0, 207.5, 562.1, 541.4, 186.2, 157.2